# 1
Computed, not measured: a molecular structure, C14H21Br2F5IN4O in a non-equilibrium geometry, with the ωB97M-V functional and the def2-TZVPD basis.

Properties
**Total energy**: -184621.6400 eV
**Net charge**: +1
**Frontier orbital gap**: 8.385 eV
**LUMO energy**: -4.11 eV
**HOMO energy**: -12.49 eV

Geometry (Å):
C (2.584, 4.857, 1.009)
C (2.359, 3.224, 1.028)
C (1.008, 2.859, 0.130)
C (-0.390, 2.936, 0.982)
O (-0.653, 1.786, 1.861)
C (-0.658, 0.510, 1.139)
N (0.520, -0.415, 0.927)
C (0.097, -1.608, 0.124)
N (0.877, -2.677, -0.252)
C (2.322, -2.912, -0.006)
Br (2.427, -4.402, 1.388)
C (3.288, -1.739, 0.536)
C (3.612, -0.518, -0.511)
Br (5.085, -2.597, 0.972)
C (0.086, -3.767, -1.012)
F (-0.588, -3.205, -2.244)
F (0.973, -4.850, -1.560)
C (-1.009, -4.556, -0.073)
F (-2.439, -4.342, -0.515)
F (-0.886, -4.318, 1.382)
F (-0.804, -6.045, -0.247)
N (-1.357, -1.262, -0.092)
N (-1.860, -0.071, 0.459)
C (-3.296, 0.289, 0.285)
I (-4.016, 2.146, 1.129)
C (-3.725, 0.290, -1.332)
C (-5.228, 0.929, -1.578)
H (1.965, 5.295, 1.907)
H (2.168, 5.384, 0.034)
H (3.731, 5.170, 1.093)
H (3.271, 2.759, 0.415)
H (2.282, 2.766, 2.103)
H (0.945, 3.724, -0.690)
H (1.176, 1.866, -0.467)
H (-0.290, 3.888, 1.695)
H (-1.258, 3.188, 0.231)
H (2.914, -3.370, -0.940)
H (2.952, -1.226, 1.558)
H (4.112, 0.375, 0.100)
H (2.688, -0.117, -1.107)
H (4.439, -0.912, -1.274)
H (-2.044, -1.824, -0.638)
H (-3.943, -0.597, 0.755)
H (-3.794, -0.856, -1.625)
H (-2.891, 0.788, -1.993)
H (-5.121, 2.081, -1.769)
H (-5.642, 0.431, -2.581)
H (-5.992, 0.643, -0.736)

Atomic partial charges in e from the Löwdin method, atoms 1 to 2: atom 1 (C): -0.15, atom 2 (C): -0.24

***

# 2
Computed, not measured: a molecular structure, C14H21BrN4O4PtSe, with the ωB97M-V functional and the def2-TZVPD basis.

Properties
**Total energy**: -167641.0319 eV
**Net charge**: -2
**Multiplicity**: 3
**Frontier orbital gap (spin up / spin down)**: 3.736 / 6.185 eV
**LUMO energy (spin up / spin down)**: 4.92 / 4.91 eV
**HOMO energy (spin up / spin down)**: 1.18 / -1.27 eV

Geometry (Å):
Pt (0.143, -0.399, -0.267)
C (1.861, -2.893, 4.190)
C (1.225, -3.095, 2.838)
C (0.903, -4.400, 2.389)
C (0.161, -4.487, 1.175)
C (-0.088, -3.354, 0.463)
Br (-1.163, -3.511, -1.112)
N (0.322, -2.109, 0.812)
C (0.919, -2.013, 2.067)
H (2.285, -3.832, 4.556)
H (1.132, -2.551, 4.931)
H (2.661, -2.152, 4.152)
H (1.178, -5.282, 2.953)
H (-0.214, -5.430, 0.802)
H (1.124, -0.998, 2.383)
C (2.150, 4.675, 1.135)
N (1.499, 3.587, 1.828)
C (0.451, 3.648, 2.719)
C (0.120, 2.348, 2.987)
N (0.937, 1.505, 2.284)
C (1.755, 2.272, 1.615)
H (1.765, 5.621, 1.516)
H (1.964, 4.601, 0.064)
H (3.227, 4.641, 1.297)
H (0.029, 4.589, 3.029)
H (-0.685, 1.973, 3.598)
H (2.493, 1.951, 0.895)
O (0.285, 1.349, -1.440)
Se (1.910, 1.159, -1.891)
O (2.811, 2.353, -1.250)
O (2.159, -0.297, -1.090)
O (2.074, 1.063, -3.492)
C (-4.008, 0.159, 0.397)
C (-2.640, 0.517, -0.206)
C (-2.716, 0.331, -1.730)
C (-2.334, 1.985, 0.129)
N (-1.670, -0.374, 0.401)
H (-4.807, 0.789, -0.013)
H (-3.977, 0.287, 1.482)
H (-4.238, -0.889, 0.190)
H (-3.474, 0.998, -2.161)
H (-2.982, -0.703, -1.964)
H (-1.753, 0.550, -2.188)
H (-3.147, 2.628, -0.231)
H (-1.398, 2.303, -0.326)
H (-2.247, 2.108, 1.212)

Atomic partial charges in e from the Löwdin method, atoms 1 to 2: atom 1 (Pt): 1.02, atom 2 (C): -0.09

***

# 3
Computed, not measured: 7 unconnected molecules or ions with the total composition C14H21Cl18N2O5S in a non-equilibrium geometry, with the ωB97M-V functional and the def2-TZVPD basis.

Properties
**Total energy**: -264312.2189 eV
**Net charge**: -1
**Frontier orbital gap**: 6.379 eV
**LUMO energy**: 1.70 eV
**HOMO energy**: -4.68 eV

Geometry (Å):
C (1.332, -1.270, 1.625)
N (1.800, 0.034, 1.177)
C (0.985, 0.666, 0.128)
C (-0.080, -0.228, -0.580)
C (0.520, -1.299, -1.585)
S (-0.162, -3.007, -1.278)
C (2.100, 0.937, 2.281)
C (0.844, 0.977, 3.274)
C (0.619, 2.348, 3.993)
O (-0.049, 3.345, 3.185)
O (2.422, 2.288, 1.807)
N (3.454, 2.849, 2.531)
O (4.167, 3.424, 1.784)
C (3.367, 0.473, 3.149)
O (3.337, 0.512, 4.388)
O (4.355, 0.050, 2.489)
H (0.243, -1.300, 1.917)
H (1.880, -1.621, 2.537)
H (1.551, -2.045, 0.849)
H (0.447, 1.598, 0.466)
H (1.690, 1.024, -0.673)
H (-0.837, -0.671, 0.104)
H (-0.678, 0.466, -1.232)
H (1.628, -1.294, -1.612)
H (0.163, -1.058, -2.617)
H (0.553, -3.585, -0.267)
H (-0.117, 0.741, 2.734)
H (0.945, 0.208, 4.070)
H (-0.077, 2.145, 4.855)
H (1.538, 2.793, 4.431)
H (-0.261, 2.909, 2.346)
C (2.619, 5.539, -0.661)
Cl (3.151, 7.223, -0.780)
Cl (1.012, 5.446, 0.063)
Cl (2.631, 4.771, -2.253)
H (3.313, 5.005, -0.018)
C (-3.954, -1.418, 1.270)
Cl (-3.172, -0.001, 1.981)
Cl (-5.483, -0.965, 0.501)
Cl (-2.879, -2.205, 0.110)
H (-4.171, -2.122, 2.067)
C (-0.990, -6.960, -1.133)
Cl (-1.303, -5.620, -0.026)
Cl (-1.939, -6.769, -2.610)
Cl (0.733, -7.070, -1.508)
H (-1.293, -7.882, -0.648)
C (-5.329, -4.511, -4.067)
Cl (-6.932, -5.259, -4.062)
Cl (-4.703, -4.372, -2.423)
Cl (-4.216, -5.434, -5.085)
H (-5.421, -3.513, -4.482)
C (-2.610, 7.544, 0.264)
Cl (-2.925, 9.111, 1.022)
Cl (-2.164, 6.344, 1.477)
Cl (-4.019, 7.007, -0.660)
H (-1.777, 7.660, -0.422)
C (2.919, -2.778, -4.910)
Cl (2.605, -1.236, -4.109)
Cl (3.337, -4.020, -3.726)
Cl (1.519, -3.278, -5.868)
H (3.762, -2.649, -5.580)

Atomic partial charges in e from the Löwdin method, atoms 1 to 2: atom 1 (C): -0.08, atom 2 (N): -0.12